# 1
105
Properties=species:S:1:pos:R:3 method="wB97M-V/def2-TZVPD" charge=+2 energy_ha=-2942.92000 e_lumo_ev=-4.647 largest_force_ev_per_a=9.8 gap_ev=8.8
Be 13.33 -4.38 15.21
C 13.36 -7.39 17.13
O 13.61 -6.25 16.77
N 13.71 -8.41 16.51
N 12.61 -7.65 18.11
H 14.36 -8.29 15.74
H 13.51 -9.29 16.97
H 12.40 -8.54 18.54
H 12.36 -6.84 18.67
C 13.09 -7.15 12.87
O 12.88 -6.11 13.53
N 13.78 -7.23 11.79
N 12.65 -8.36 13.24
H 14.16 -6.43 11.30
H 14.02 -8.16 11.46
H 12.13 -8.40 14.11
H 12.68 -9.20 12.68
C 9.96 -5.50 16.12
O 11.01 -4.81 16.00
N 8.71 -5.09 15.87
N 10.06 -6.74 16.61
H 8.50 -4.10 15.77
H 7.89 -5.61 16.14
H 9.20 -7.26 16.62
H 10.93 -7.12 16.96
C 18.01 -1.63 14.50
O 19.19 -1.60 14.79
N 17.05 -1.21 15.24
N 17.66 -2.09 13.32
H 16.27 -0.91 14.67
H 17.15 -0.75 16.13
H 16.73 -2.01 12.95
H 18.51 -2.40 12.86
C 11.61 -5.63 9.46
O 10.86 -6.57 9.49
N 12.01 -4.97 10.54
N 12.01 -5.05 8.30
H 11.55 -5.24 11.40
H 12.24 -4.00 10.38
H 12.01 -5.55 7.43
H 12.45 -4.14 8.33
C 13.43 -4.60 20.41
O 12.60 -5.09 19.70
N 14.45 -5.20 20.76
N 13.37 -3.41 20.90
H 14.61 -6.19 20.61
H 15.16 -4.68 21.26
H 12.64 -2.78 20.63
H 13.85 -3.11 21.74
C 14.93 -3.60 12.04
O 14.27 -3.41 13.04
N 15.76 -4.59 11.96
N 14.93 -2.95 10.88
H 15.84 -5.22 12.75
H 16.38 -4.77 11.19
H 15.42 -3.31 10.08
H 14.14 -2.32 10.77
C 16.24 -3.75 17.75
O 15.43 -3.91 16.87
N 17.05 -4.70 18.04
N 16.53 -2.68 18.38
H 16.63 -5.48 17.55
H 17.55 -4.66 18.92
H 17.19 -2.75 19.15
H 16.05 -1.80 18.26
C 10.89 -2.22 13.57
O 11.78 -3.00 13.85
N 9.98 -2.37 12.61
N 10.69 -1.19 14.31
H 9.25 -1.68 12.73
H 10.00 -3.29 12.20
H 11.22 -0.99 15.15
H 10.04 -0.48 14.00
C 16.76 -5.80 14.68
O 15.59 -5.63 14.55
N 17.25 -7.02 14.95
N 17.72 -5.00 14.47
H 18.19 -7.11 14.59
H 16.63 -7.75 14.64
H 17.55 -4.15 13.94
H 18.52 -5.53 14.17
C 8.83 -6.23 12.43
O 9.49 -5.20 12.52
N 8.23 -6.76 13.44
N 8.50 -6.81 11.32
H 7.80 -7.67 13.33
H 8.36 -6.32 14.34
H 8.87 -6.38 10.48
H 8.45 -7.82 11.39
C 10.31 -10.04 15.32
O 10.98 -10.10 16.35
N 10.07 -11.11 14.53
N 9.82 -8.95 14.83
H 9.68 -11.03 13.61
H 10.13 -11.94 15.11
H 10.12 -8.13 15.34
H 9.30 -9.00 13.97
C 13.64 -1.02 16.50
O 13.36 -2.17 16.24
N 14.21 -0.26 15.57
N 13.70 -0.48 17.71
H 14.33 -0.75 14.70
H 14.35 0.73 15.71
H 13.30 0.45 17.77
H 13.28 -1.03 18.44

=====

# 2
76
Properties=species:S:1:pos:R:3 method="wB97M-V/def2-TZVPD" charge=0 energy_ha=-2063.05810 e_lumo_ev=-1.149 largest_force_ev_per_a=3.4 gap_ev=5.5
C 2.75 4.46 0.79
N 2.93 3.07 0.39
C 4.23 2.62 0.25
S 5.58 3.62 0.40
N 4.30 1.27 -0.01
C 5.62 0.74 -0.34
C 3.15 0.64 -0.57
O 3.23 -0.03 -1.62
C 1.96 0.89 0.19
C 0.84 -0.07 0.45
C -0.54 0.60 0.13
C -0.70 1.77 -0.62
C -1.91 2.48 -0.60
C -3.04 1.92 0.07
N -4.22 2.60 0.16
C -4.46 3.79 -0.62
C -3.21 4.65 -0.72
C -2.01 3.83 -1.21
C -5.42 1.95 0.62
C -5.15 1.00 1.77
C -4.05 0.02 1.40
C -2.91 0.66 0.70
C -1.66 0.06 0.76
C 1.97 2.13 0.91
O 1.21 2.44 1.83
H 1.71 4.74 0.64
H 3.05 4.61 1.84
H 3.41 5.06 0.15
H 5.58 -0.36 -0.37
H 5.98 1.15 -1.30
H 6.30 1.09 0.45
H 0.85 -0.15 1.56
H 0.13 2.15 -1.21
H -4.81 3.52 -1.63
H -5.27 4.35 -0.13
H -3.40 5.48 -1.41
H -2.99 5.08 0.26
H -1.08 4.39 -1.01
H -2.07 3.73 -2.30
H -6.13 2.73 0.92
H -5.88 1.39 -0.22
H -4.86 1.57 2.66
H -6.07 0.45 2.01
H -3.68 -0.48 2.30
H -4.46 -0.77 0.75
H -1.58 -0.86 1.35
C -1.67 -5.20 0.18
C -1.88 -3.88 -0.53
N -0.64 -3.12 -0.83
C 0.06 -3.49 -2.09
C -0.14 -2.47 -3.20
C -0.07 -2.43 0.19
C 1.04 -1.40 -0.11
N 2.29 -2.12 0.43
C 2.33 -2.42 1.76
C 3.40 -3.11 2.30
C 4.51 -3.37 1.51
C 4.46 -3.04 0.15
C 3.31 -2.49 -0.37
O -0.45 -2.61 1.36
H -2.66 -5.60 0.44
H -1.18 -5.93 -0.47
H -1.10 -5.06 1.10
H -2.35 -4.04 -1.51
H -2.51 -3.22 0.08
H 1.14 -3.65 -1.87
H -0.37 -4.46 -2.37
H -0.05 -2.98 -4.17
H -1.14 -2.02 -3.13
H 0.62 -1.68 -3.16
H 1.16 -1.33 -1.20
H 1.43 -2.18 2.33
H 3.32 -3.41 3.35
H 5.41 -3.79 1.94
H 5.31 -3.19 -0.52
H 3.19 -2.30 -1.43

=====

# 3
6
Properties=species:S:1:pos:R:3 method="wB97M-V/def2-TZVPD" charge=0 energy_ha=-115.65334 e_lumo_ev=0.439 largest_force_ev_per_a=6.7 gap_ev=10.6
C 0.13 0.30 -0.06
O -1.18 -0.01 -0.28
H 0.30 0.44 1.09
H 0.36 1.24 -0.40
H 0.74 -0.47 -0.48
H -1.50 -0.96 0.52